Here is a molecular structure, C3H2FFeO2 from OMol25. Energies are from ωB97M-V/def2-TZVPD.

Calculated values
HOMO level (alpha / beta) = -17.09 / -19.28 eV
LUMO energy (alpha / beta) = -11.89 / -12.59 eV
Molar mass = 144.9 g mol⁻¹
<S²> = 8.763
HOMO-LUMO gap (alpha / beta) = 5.202 / 6.692 eV
Charge = +2
Multiplicity = 6
Relative energy (zero: lowest compared OMol25 entry of this formula, charge and spin) = 89.67 kJ/mol

Geometry as XYZ:
```
9
Properties=species:S:1:pos:R:3:forces:R:3
H -2.258942 -1.201565 -1.107278 -0.11 -0.27 0.18
F 0.997993 1.671472 0.445614 -0.08 -0.19 -0.30
O 1.662750 -0.320606 -0.071486 2.54 -2.14 -1.14
O -1.690779 -0.469342 -1.403451 0.39 2.16 0.10
C 0.720399 0.410147 0.215567 -5.65 1.51 2.35
C -0.721728 -0.144355 0.799801 2.11 2.83 -0.43
C -1.100214 0.167174 -0.451707 0.39 -3.36 -0.94
H -1.072856 0.287447 1.736705 0.04 -0.50 0.26
Fe 3.463381 -0.400372 -0.163762 0.38 -0.05 -0.09
```
Forces are in eV/Å.

Atomic partial charges in e from the Löwdin method, atoms 1 to 8:
1 H 0.186
2 F 0.195
3 O -0.042
4 O 0.212
5 C -0.422
6 C 0.195
7 C -0.021
8 H 0.150